# 1
ORCA calculation (the ωB97M-V functional and the def2-TZVPD basis) on a 5-piece molecular cluster, C24H44ClN2O6 overall.

Properties
HOMO level   -1.849 eV
Frontier orbital gap   4.5 eV
DFT total energy   -53371.9040 eV
Energy above the lowest of the compared OMol25 structures with the same formula, charge and spin   71.2 kcal/mol

Structure (ORCA input):
```
! RIJCOSX wB97M-V def2-TZVPD def2/J DEFGRID3
* xyz -1 1
C -4.65027 -3.61147 2.87582
N -4.38142 -2.10795 2.86541
C -4.76994 -1.45736 1.75748
C -4.02300 -0.33853 1.41939
C -2.72394 -0.08189 1.98750
C -2.27256 -1.01343 3.11038
C -3.17132 -1.94928 3.63908
C -1.80864 1.02573 1.60471
C -2.28813 2.31133 1.21163
C -1.50126 3.45892 1.23949
N -0.16736 3.25106 1.58106
C 0.41649 2.01781 1.68825
C -0.30847 0.88852 1.75812
C 0.66515 4.45582 1.94517
H -3.99928 -4.17090 2.19980
H -5.48121 -3.78619 2.30639
H -4.63237 -4.14882 3.66811
H -5.76194 -1.61597 1.27717
H -4.42051 0.33629 0.55807
H -1.21507 -1.03307 3.67293
H -2.72680 -2.58258 4.32571
H -3.58035 2.43505 0.98845
H -1.96656 4.43396 0.69912
H 1.44469 2.10715 1.94237
H 0.17338 -0.01421 2.09520
H 0.87758 4.53354 2.97624
H -0.00968 5.30251 1.80233
H 1.59829 4.58066 1.48947
Cl 1.50056 -0.34180 0.51652
C 4.05853 4.06462 -0.50968
O 3.74937 3.06589 0.45192
C 4.71781 2.01113 0.50572
C 4.13004 0.93523 0.91666
O 5.02616 -0.08455 0.93918
C 4.77405 -1.00354 1.93307
H 5.12854 4.39841 -0.14348
H 3.35789 4.75082 -0.35461
H 4.22595 3.83142 -1.71056
H 5.61522 2.33161 1.02557
H 5.25475 1.85491 -0.44565
H 3.18844 0.49262 0.65823
H 3.84305 1.09611 1.98938
H 3.83758 -1.51428 1.65474
H 4.59109 -0.78231 2.96457
H 5.51130 -1.88382 1.96740
C -0.15732 -6.52808 -2.83639
O 0.61137 -5.82438 -2.00619
C 1.88953 -5.53569 -2.63194
C 2.58189 -4.59535 -1.94910
O 1.78773 -3.52042 -1.89635
C 2.28750 -2.39402 -1.15715
H -0.49689 -5.92639 -3.77242
H -0.93719 -7.00139 -2.36364
H 0.19743 -7.56661 -3.29217
H 1.83581 -5.55170 -3.74044
H 2.33442 -6.41318 -2.81176
H 3.74432 -4.26730 -2.36744
H 2.88102 -4.95780 -1.00589
H 3.29526 -2.12748 -1.42425
H 2.15887 -2.67493 -0.10727
H 1.63787 -1.43782 -1.55779
C -3.86885 4.82660 -2.00744
O -3.30544 3.50232 -1.63185
C -2.93275 2.76156 -2.87712
C -2.36049 1.58611 -2.51250
O -1.03142 1.85996 -2.14036
C -0.33987 0.75222 -1.71570
H -3.43936 5.53781 -2.84301
H -3.78850 5.46973 -1.13552
H -4.76445 4.70473 -2.39322
H -2.31657 3.10931 -3.55345
H -4.00339 2.55508 -3.36909
H -2.36435 0.77947 -3.22909
H -2.82038 0.95272 -1.67782
H 0.07059 0.03040 -2.60295
H -0.82628 0.10725 -0.95407
H 0.61404 1.33809 -1.48045
*
```

# 2
ORCA calculation (the ωB97M-V functional and the def2-TZVPD basis) on C45H41BCl6F6N8OPY as an isolated structure.

Properties
HOMO level   -2.413 eV
Frontier orbital gap   5.8 eV
DFT total energy   -163755.6314 eV
Energy above the lowest of the compared OMol25 structures with the same formula, charge and spin   0.0 kcal/mol

Structure (ORCA input):
```
! RIJCOSX wB97M-V def2-TZVPD def2/J DEFGRID3
* xyz -2 1
Y 1.64174 -0.93628 0.18303
Cl 0.17739 -2.98176 3.53378
C 1.80922 -3.40028 2.99897
C 2.35065 -2.70189 1.93812
C 3.62061 -3.10604 1.58805
Cl 4.40072 -2.26534 0.23987
C 4.33589 -4.12294 2.20422
Cl 5.92163 -4.57102 1.68703
C 3.73931 -4.78792 3.27454
Cl 4.59108 -6.05353 4.09191
C 2.46055 -4.42362 3.68099
Cl 1.72143 -5.24653 5.01318
C 4.54259 -1.43697 -5.05506
N 3.32861 -2.24810 -5.01117
C 2.27965 -1.53359 -5.73117
N 2.02818 -0.17431 -5.25627
C 3.28809 0.56402 -5.28375
N 4.38159 -0.06999 -4.55484
C 4.10954 -0.07649 -3.10675
P 2.56539 -0.99158 -2.65166
C 2.91603 -2.52784 -3.62246
C 1.46138 -0.19003 -3.89927
H 4.86822 -1.37487 -6.09876
H 5.32115 -1.93561 -4.47430
H 1.35385 -2.10851 -5.66725
H 2.57973 -1.46595 -6.78214
H 3.11955 1.56110 -4.86995
H 3.59527 0.66223 -6.33042
H 4.01425 0.94655 -2.73856
H 4.95689 -0.52871 -2.58493
H 2.01904 -3.15122 -3.62839
H 3.67889 -3.11930 -3.11318
H 1.25760 0.83361 -3.57439
H 0.51300 -0.73248 -3.91050
N -3.09784 3.67570 3.98267
C -3.83850 4.10875 5.05640
C -4.77509 5.12363 5.21296
C -5.33656 5.26491 6.46906
C -4.97704 4.42173 7.53069
C -4.04467 3.41445 7.36743
C -3.46485 3.25803 6.11008
N -2.52368 2.34541 5.67648
C -2.32888 2.62051 4.41545
C -1.41493 1.90818 3.51751
C -1.49024 2.05261 2.13594
C -0.61901 1.33409 1.33978
N 0.28879 0.49443 1.83720
C 0.39344 0.39067 3.16257
C -0.44075 1.06573 4.03854
H -3.06167 4.08698 3.06771
H -5.05678 5.77247 4.39341
H -6.07234 6.04114 6.63677
H -5.44469 4.56570 8.49648
H -3.76465 2.75765 8.18020
H -2.23000 2.68309 1.65729
H -0.63475 1.39434 0.25946
H 1.17893 -0.26391 3.51897
H -0.34249 0.93622 5.10646
C 1.88413 1.39827 -0.83686
C 1.88212 2.44664 -1.47847
C 1.84073 3.64538 -2.25350
C 0.70215 4.46499 -2.25906
C 0.64690 5.61125 -3.03558
C 1.72471 5.97755 -3.83148
C 2.86221 5.17946 -3.83495
C 2.92229 4.03385 -3.05824
H -0.14018 4.17843 -1.64170
H -0.24862 6.22210 -3.02118
H 1.67867 6.87198 -4.44058
H 3.71394 5.44978 -4.44831
H 3.81488 3.42091 -3.05868
F 1.72969 -3.27167 -0.94780
B 1.68020 -4.70215 -1.13402
F 2.94828 -5.13802 -1.52085
F 0.74477 -4.94769 -2.15871
F 1.27328 -5.29932 0.05630
Cl -6.39398 -2.18316 3.29174
C -4.89089 -2.45786 2.43627
C -4.77919 -3.54994 1.59504
C -3.58488 -3.75189 0.91350
C -2.51144 -2.87950 1.05762
C -1.22279 -3.11050 0.31059
C -2.65723 -1.79123 1.91716
C -3.83808 -1.57573 2.61112
H -5.61261 -4.22853 1.47185
H -3.49199 -4.60503 0.25017
H -1.42483 -3.67110 -0.61072
H -0.59251 -3.77425 0.90888
H -1.82374 -1.10907 2.03152
H -3.93927 -0.73137 3.28075
F 4.50376 0.70842 1.15344
C 3.22708 0.43325 1.71108
F 3.55253 -0.05905 3.02331
H 2.85382 1.44829 1.93849
N -0.45204 -1.90682 0.06488
C -0.61419 -0.95634 -0.80236
N -1.60156 -0.80179 -1.73663
C -1.63753 0.47455 -2.43602
C -2.83741 1.28024 -1.97208
O -4.05237 0.56697 -2.16693
C -4.02797 -0.67558 -1.47317
C -2.85192 -1.53045 -1.91679
H -1.71621 0.30877 -3.51850
H -0.70420 0.99963 -2.22373
H -2.93256 2.21144 -2.53326
H -2.71865 1.51679 -0.90393
H -4.97908 -1.16474 -1.68878
H -3.95851 -0.50002 -0.39115
H -2.96570 -1.77000 -2.98169
H -2.83450 -2.46349 -1.36607
*
```

# 3
ORCA calculation (the ωB97M-V functional and the def2-TZVPD basis) on a 2-piece molecular cluster, H5N2PS overall.

Properties
HOMO level   -9.026 eV
SMILES   [H]/N=P/N.S
Frontier orbital gap   9.8 eV
DFT total energy   -23184.7616 eV
Energy above the lowest of the compared OMol25 structures with the same formula, charge and spin   29.6 kcal/mol

Structure (ORCA input):
```
! RIJCOSX wB97M-V def2-TZVPD def2/J DEFGRID3
* xyz 0 1
N 0.59592 -0.32737 -1.18617
N 0.10842 -1.57013 0.89677
P 0.07526 -1.71257 -0.72142
S -1.04430 2.01270 0.23547
H -0.17013 2.63583 1.10443
H 0.82988 -0.27102 -2.19845
H -0.31364 -2.08230 1.62561
H 0.18785 -0.60231 0.95998
H -0.26926 1.91717 -0.71622
*
```

# 4
ORCA calculation (the ωB97M-V functional and the def2-TZVPD basis) on one molecule with the formula C15H15F2N3O2S.

Properties
HOMO level   -8.279 eV
SMILES   CN1CCc2nc(NC(=O)c3cccc(OC(F)F)c3)sc2C1
Frontier orbital gap   8.6 eV
DFT total energy   -40634.5010 eV
Energy above the lowest of the compared OMol25 structures with the same formula, charge and spin   0.0 kcal/mol

Structure (ORCA input):
```
! RIJCOSX wB97M-V def2-TZVPD def2/J DEFGRID3
* xyz 0 1
C -4.47318 -0.47621 1.19377
N -3.71635 0.68741 0.77658
C -2.34369 0.65854 1.24880
C -1.49141 -0.20952 0.37975
C -1.83101 -0.57773 -0.88476
N -0.90722 -1.32809 -1.54375
C 0.14533 -1.52445 -0.83272
N 1.18715 -2.30178 -1.27268
C 2.50344 -2.34041 -0.88291
O 3.22283 -3.23932 -1.25571
C 2.98302 -1.21436 -0.03349
C 3.75056 -1.48276 1.09029
C 4.23589 -0.43611 1.85643
C 3.96506 0.87059 1.50086
C 3.21326 1.13357 0.36115
C 2.72665 0.10073 -0.41756
H 2.15633 0.28545 -1.31473
O 2.99870 2.49039 0.09201
C 2.13667 2.86844 -0.85344
F 0.89036 2.35758 -0.67514
F 2.49705 2.48292 -2.10405
H 2.06270 3.96725 -0.84530
H 4.32720 1.70122 2.08453
H 4.82657 -0.63942 2.73608
H 3.95554 -2.50797 1.35573
H 0.93457 -2.97025 -1.99350
S 0.07969 -0.82717 0.78809
C -3.13109 -0.18431 -1.50379
H -3.78840 -1.05704 -1.55360
C -3.76860 0.92938 -0.65412
H -3.23843 1.86760 -0.83792
H -4.81440 1.06536 -0.93819
H -2.96423 0.15909 -2.52528
H -1.95182 1.68391 1.22977
H -2.32673 0.31454 2.28558
H -4.54526 -0.47176 2.28132
H -4.02819 -1.42966 0.87944
H -5.47857 -0.40565 0.78242
*
```